(1)
DFT (ωB97M-V/def2-TZVPD) results for CH3FO2 in the gas phase.

Geometry as ORCA input:
```
! RIJCOSX wB97M-V def2-TZVPD def2/J DEFGRID3
* xyz 0 1
O 0.8288 0.0426 1.0189
C 0.2834 -0.3877 -0.0742
O -1.0547 0.7283 -0.3813
F -0.3689 -1.5710 -0.0435
H 0.0069 0.2744 1.5239
H 0.8835 -0.3550 -0.9421
H -0.5790 1.2684 -1.1017
*
```

Computed properties:
- energy (eV) = -7896.7567
- structure (SMILES) = OC(O)F
- HOMO energy (eV) = -10.88
- energy above the lowest of the compared OMol25 structures with the same formula, charge and spin (kJ/mol) = 144.78
- LUMO (Eh) = 0.0285

---

(2)
DFT (ωB97M-V/def2-TZVPD) results for 2 unconnected molecules or ions with the total composition CH3FO2S.

Geometry as ORCA input:
```
! RIJCOSX wB97M-V def2-TZVPD def2/J DEFGRID3
* xyz 0 1
C 0.7066 -0.2315 -0.0732
O 1.8541 0.4408 -0.5873
O -2.1304 1.0387 0.7027
F -2.1171 -1.3545 0.1022
S -1.7306 0.1777 -0.4196
H 0.5822 -1.1320 -0.6231
H 2.1081 1.1648 -0.0949
H 0.7272 -0.1039 0.9933
*
```

Computed properties:
- energy (eV) = -18730.4177
- HOMO energy (spin up / spin down) (eV) = -8.61 / -8.54
- energy above the lowest of the compared OMol25 structures with the same formula, charge and spin (kJ/mol) = 201.30
- LUMO (spin up / spin down) (Eh) = -0.0103 / -0.0174